10 unconnected molecules or ions with the total composition C24H69Cl6O28P7 at a distorted geometry. Source: OMol25; level of theory: ωB97M-V/def2-TZVPD.

Last columns: bonded neighbours and bond lengths (Å).
Cartesian coordinates (Å):
1 C 0.32741 -2.24762 -1.29106  O2 1.414, H9 1.090, H10 1.096, H11 1.093
2 O 0.44652 -1.78148 0.03841  C1 1.414, P3 1.606
3 P -0.67347 -0.80381 0.64512  O2 1.606, O4 1.467, O5 1.588, O7 1.587
4 O -2.03264 -1.31820 0.44695  P3 1.467
5 O -0.09234 -0.59790 2.10840  P3 1.588, C6 1.424
6 C -0.72957 -1.27808 3.18483  O5 1.424, H12 1.092, H13 1.092, H14 1.090
7 O -0.37167 0.58103 -0.06851  P3 1.587, C8 1.452
8 C 0.96091 1.15772 -0.08805  O7 1.452, H15 1.089, H16 1.088, H17 1.089
9 H 1.26844 -2.22693 -1.84138  C1 1.090
10 H -0.37693 -1.63142 -1.86234  C1 1.096
11 H -0.01723 -3.28452 -1.28435  C1 1.093
12 H -0.14336 -2.17429 3.39939  C6 1.092
13 H -1.75785 -1.60415 3.01536  C6 1.092
14 H -0.75260 -0.67046 4.08947  C6 1.090
15 H 0.83128 2.13692 0.37050  C8 1.089
16 H 1.25893 1.15176 -1.13451  C8 1.088
17 H 1.66897 0.58581 0.51071  C8 1.089
18 C -3.38486 -2.88609 -2.45878  O19 1.413, H26 1.096, H27 1.094, H28 1.089
19 O -2.87418 -2.08570 -3.50492  C18 1.413, P20 1.608
20 P -2.52507 -2.69779 -4.95043  O19 1.608, O21 1.470, O22 1.579, O24 1.596
21 O -1.83953 -1.77238 -5.86360  P20 1.470
22 O -1.70823 -4.01658 -4.65540  P20 1.579, C23 1.444
23 C -0.41070 -3.88609 -4.03516  O22 1.444, H29 1.085, H30 1.089, H31 1.089
24 O -3.91388 -3.26592 -5.49410  P20 1.596, C25 1.416
25 C -4.94509 -2.37381 -5.87709  O24 1.416, H32 1.094, H33 1.097, H34 1.085
26 H -2.74077 -2.80349 -1.57537  C18 1.096
27 H -3.35861 -3.96150 -2.65797  C18 1.094
28 H -4.36974 -2.57688 -2.11165  C18 1.089
29 H -0.41627 -4.26113 -3.01655  C23 1.085
30 H 0.00251 -2.88941 -4.18535  C23 1.089
31 H 0.20803 -4.55207 -4.63545  C23 1.089
32 H -4.62031 -1.69391 -6.66982  C25 1.094
33 H -5.23105 -1.69555 -5.06406  C25 1.097
34 H -5.79580 -2.98273 -6.16607  C25 1.085
35 C -1.66020 2.05278 -6.28099  O36 1.441, H43 1.085, H44 1.093, H45 1.092
36 O -0.33933 2.08000 -5.70502  C35 1.441, P37 1.573
37 P 0.02641 2.77005 -4.33916  O36 1.573, O38 1.465, O39 1.596, O41 1.602
38 O 1.43772 2.67569 -3.95743  P37 1.465
39 O -0.52786 4.26072 -4.47329  P37 1.596, C40 1.419
40 C 0.11056 5.34008 -3.80914  O39 1.419, H46 1.091, H47 1.088, H48 1.093
41 O -0.99947 2.17353 -3.26270  P37 1.602, C42 1.441
42 C -1.32796 0.77077 -3.27776  O41 1.441, H49 1.089, H50 1.088, H51 1.090
43 H -1.60142 2.43190 -7.29557  C35 1.085
44 H -2.33393 2.63832 -5.65074  C35 1.093
45 H -1.99333 1.01491 -6.22147  C35 1.092
46 H 0.27144 6.16093 -4.50942  C40 1.091
47 H 1.06482 5.05613 -3.36958  C40 1.088
48 H -0.55824 5.74472 -3.04589  C40 1.093
49 H -2.23815 0.58204 -3.84458  C42 1.089
50 H -1.51254 0.54945 -2.22897  C42 1.088
51 H -0.52679 0.16372 -3.69843  C42 1.090
52 C 0.92338 -2.36137 5.92855  O53 1.429, H60 1.093, H61 1.084, H62 1.090
53 O 1.45908 -1.34950 5.07294  C52 1.429, P54 1.594
54 P 1.73103 0.15290 5.53175  O53 1.594, O55 1.469, O56 1.603, O58 1.600
55 O 0.63383 0.80842 6.25520  P54 1.469
56 O 3.14669 0.03603 6.27370  P54 1.603, C57 1.423
57 C 3.64383 1.21292 6.89975  O56 1.423, H63 1.086, H64 1.093, H65 1.094
58 O 2.04841 0.89510 4.15048  P54 1.600, C59 1.444
59 C 3.11131 0.42940 3.29090  O58 1.444, H66 1.090, H67 1.084, H68 1.094
60 H 1.01380 -2.05907 6.97511  C52 1.093
61 H 1.45963 -3.28331 5.73744  C52 1.084
62 H -0.15414 -2.43441 5.77797  C52 1.090
63 H 3.65151 1.10297 7.97971  C57 1.086
64 H 3.12372 2.12901 6.60814  C57 1.093
65 H 4.65824 1.44237 6.56148  C57 1.094
66 H 3.95724 0.10789 3.89819  C59 1.090
67 H 3.29663 1.20045 2.55257  C59 1.084
68 H 2.72375 -0.47453 2.81165  C59 1.094
69 C 0.31863 6.23495 4.20300  O70 1.430, H77 1.090, H78 1.086, H79 1.089
70 O 0.59452 7.44479 3.49296  C69 1.430, P71 1.591
71 P 1.39068 7.35458 2.11814  O70 1.591, O72 1.471, O73 1.611, O75 1.599
72 O 2.84490 7.14761 2.19782  P71 1.471
73 O 0.60161 6.16638 1.36957  P71 1.611, C74 1.427
74 C 0.99687 5.78056 0.05370  O73 1.427, H80 1.086, H81 1.091, H82 1.095
75 O 0.93628 8.65453 1.30489  P71 1.599, C76 1.427
76 C -0.45007 8.94343 1.13309  O75 1.427, H83 1.088, H84 1.091, H85 1.092
77 H 0.74980 6.22205 5.20450  C69 1.090
78 H 0.65123 5.33646 3.69209  C69 1.086
79 H -0.76489 6.20804 4.31270  C69 1.089
80 H 1.95286 6.15874 -0.29618  C74 1.086
81 H 0.17496 5.96332 -0.64072  C74 1.091
82 H 1.03544 4.68694 0.08489  C74 1.095
83 H -0.64225 9.90497 1.60404  C76 1.088
84 H -1.07167 8.14026 1.53233  C76 1.091
85 H -0.73378 9.00681 0.08038  C76 1.092
86 C -3.19345 1.26510 3.74321  O87 1.427, H94 1.085, H95 1.091, H96 1.094
87 O -2.65043 1.76090 2.52019  C86 1.427, P88 1.615
88 P -2.35177 3.33069 2.28935  O87 1.615, O89 1.451, O90 1.598, O92 1.611
89 O -3.48893 4.21243 2.47629  P88 1.451
90 O -1.10451 3.62906 3.24199  P88 1.598, C91 1.423
91 C -0.02243 2.71211 3.36192  O90 1.423, H97 1.094, H98 1.090, H99 1.089
92 O -1.65748 3.25299 0.83815  P88 1.611, C93 1.431
93 C -2.53837 2.90306 -0.23445  O92 1.431, H100 1.094, H101 1.089, H102 1.092
94 H -2.52604 0.65730 4.34571  C86 1.085
95 H -4.10461 0.72584 3.48101  C86 1.091
96 H -3.55726 2.11068 4.33466  C86 1.094
97 H 0.81063 2.97634 2.70417  C91 1.094
98 H -0.26453 1.67861 3.11209  C91 1.090
99 H 0.31129 2.75405 4.39763  C91 1.089
100 H -2.61102 1.81242 -0.27663  C93 1.094
101 H -2.10875 3.26063 -1.16901  C93 1.089
102 H -3.55840 3.28341 -0.14635  C93 1.092
103 C 3.88180 -5.26963 0.33580  O104 1.432, H111 1.089, H112 1.089, H113 1.087
104 O 3.40362 -4.70393 -0.88974  C103 1.432, P105 1.592
105 P 2.28809 -5.50866 -1.69060  O104 1.592, O106 1.461, O107 1.604, O109 1.600
106 O 0.93724 -5.47511 -1.13393  P105 1.461
107 O 2.37720 -4.91738 -3.17863  P105 1.604, C108 1.430
108 C 3.59551 -4.89521 -3.92705  O107 1.430, H114 1.086, H115 1.094, H116 1.089
109 O 2.91330 -6.97322 -1.85009  P105 1.600, C110 1.431
110 C 2.34908 -7.87526 -2.80691  O109 1.431, H117 1.093, H118 1.089, H119 1.088
111 H 4.76573 -4.73806 0.68412  C103 1.089
112 H 4.15697 -6.31637 0.21528  C103 1.089
113 H 3.10063 -5.13818 1.08068  C103 1.087
114 H 3.67089 -4.00341 -4.54159  C108 1.086
115 H 3.51799 -5.73376 -4.62598  C108 1.094
116 H 4.49728 -5.06314 -3.34072  C108 1.089
117 H 3.05514 -8.00017 -3.63140  C110 1.093
118 H 1.41088 -7.48163 -3.19626  C110 1.089
119 H 2.23621 -8.85714 -2.35288  C110 1.088
120 Cl 0.98371 -3.89440 2.03298  C121 1.765
121 C -0.68129 -3.97962 1.45485  Cl120 1.765, Cl122 1.770, H123 1.086, H124 1.084
122 Cl -1.83086 -3.50008 2.71286  C121 1.770
123 H -0.74093 -3.30487 0.60616  C121 1.086
124 H -0.86050 -5.00095 1.14050  C121 1.084
125 Cl 3.70063 -1.53783 -2.67947  C126 1.774
126 C 4.64999 -1.61902 -1.18287  Cl125 1.774, Cl127 1.781, H128 1.084, H129 1.084
127 Cl 4.12041 -0.33146 -0.07200  C126 1.781
128 H 4.46869 -2.58550 -0.72608  C126 1.084
129 H 5.70072 -1.52544 -1.43105  C126 1.084
130 Cl -5.80326 -2.44161 3.06558  C131 1.801
131 C -4.90258 -2.72032 1.53095  Cl130 1.801, Cl132 1.777, H133 1.082, H134 1.081
132 Cl -5.57879 -1.70050 0.24222  C131 1.777
133 H -3.88269 -2.44910 1.76938  C131 1.082
134 H -5.08082 -3.75346 1.26625  C131 1.081

Its spin multiplicity is 1. The charge is 0. Its frontier orbital gap is 0.3791 Ha. The calculation puts the lowest unoccupied orbital energy at 0.15 eV. The value obtained for the max |F| is 4.50 eV Å⁻¹. Its SMILES is COP(=O)(OC)OC.COP(=O)(OC)OC.COP(=O)(OC)OC.COP(=O)(OC)OC.COP(=O)(OC)OC.COP(=O)(OC)OC.COP(=O)(OC)OC.ClCCl.ClCCl.ClCCl. The calculation puts the relative energy (zero: lowest compared OMol25 entry of this formula, charge and spin) at 0.0 kcal/mol. The electronic energy comes out at -8213.79389 a.u. The value obtained for the molecular weight is 1235.324 g mol⁻¹.

Atom charges from the Löwdin analysis, given in e for atoms 1 to 5: number 1, C, carries -0.113; number 2, O, carries -0.292; number 3, P, carries 0.394; number 4, O, carries -0.223; number 5, O, carries -0.185